one | This record from OMol25 describes a cluster of 5 separate species, CH12N2O4 in total. The level of theory is ωB97M-V/def2-TZVPD.

Its spin multiplicity is 1. As for the SMILES: [H]/N=C/N.O.O.O.O. As for the HOMO-LUMO gap: 9.793 eV. As for the total charge: 0. The value obtained for the HOMO energy is -0.342 hartree.

Last column: Mulliken charge in e.
Element x y z (Å)
N 1.38257 -0.92491 -1.37416  -0.454
C 1.05092 0.27705 -0.78436  0.200
N 1.73958 0.78003 0.14964  -0.614
H 2.36207 -1.14685 -1.38699  0.237
H 0.94998 -1.04871 -2.27874  0.238
H 0.11644 0.66840 -1.18738  0.214
H 1.34030 1.64890 0.46946  0.229
H -3.74961 -0.70450 -2.45639  0.318
H -4.32877 -0.79945 -1.06806  0.319
O -3.93599 -0.15710 -1.68104  -0.630
H 3.12882 -0.89201 1.46228  0.324
H 2.97059 -2.02009 2.56654  0.288
O 2.54644 -1.55197 1.84607  -0.646
H 0.58391 0.01368 3.29312  0.339
H -0.13159 -1.14227 3.90685  0.308
O -0.26461 -0.21237 3.69717  -0.650
H -1.98915 3.06480 -1.29546  0.315
H -2.17316 1.68544 -1.94634  0.317
O -1.59876 2.46194 -1.93220  -0.653

two | This record from OMol25 describes a cluster of 5 separate species, CH12N2O4 in total. The level of theory is ωB97M-V/def2-TZVPD.

Its spin multiplicity is 1. As for the HOMO-LUMO gap: 3.794 eV. As for the total charge: 0. The value obtained for the HOMO energy is -0.352 hartree.

Last column: Mulliken charge in e.
Element x y z (Å)
N 1.76474 0.58627 1.16759  -0.394
C 0.27392 0.60858 1.03557  0.067
N -0.30998 -0.34989 1.89389  -0.490
H 1.98690 0.82035 2.14114  0.286
H -0.09602 0.41189 0.04066  0.086
H -0.06881 1.61316 1.31253  0.372
H -0.00832 -1.31241 1.61951  0.333
H -1.06353 1.27406 -1.78397  0.286
H 1.96468 -0.38822 0.92783  0.260
O -2.48076 -0.18822 0.19616  -0.730
H 1.15186 -0.97187 -1.55302  0.355
H 0.67151 -0.55987 -2.99617  0.315
O 0.33057 -0.53911 -2.11580  -0.653
H -1.35168 -0.34962 1.61175  0.413
H 2.10643 -2.45372 -0.76260  0.271
O 2.11674 -1.52675 -0.47974  -0.810
H -3.25423 -0.56223 -0.27972  0.276
H -2.18886 1.16719 -0.55535  0.389
O -1.42614 1.75472 -1.02143  -0.633

Quick look at relative energies in kJ/mol: one 0.0; two 845.0.

one | This record from OMol25 describes a cluster of 8 separate species, H16O7S in total. The level of theory is ωB97M-V/def2-TZVPD.

Its spin multiplicity is 1. As for the SMILES: O.O.O.O.O.O.O.S. As for the HOMO-LUMO gap: 9.492 eV. As for the total charge: 0. The value obtained for the HOMO energy is -0.350 hartree.

Last column: Mulliken charge in e.
Element x y z (Å)
S -1.50924 -4.68054 -2.97876  -0.299
H -2.25357 -3.55358 -2.77304  0.156
H -2.59965 -5.36556 -2.61275  0.136
H -0.48742 -0.82298 -2.98155  0.307
H -1.22926 -0.25504 -1.71809  0.313
O -1.33166 -0.74142 -2.53790  -0.622
H 1.44154 1.63262 -1.09588  0.290
H 0.95038 2.06120 -2.39501  0.319
O 1.18769 1.24010 -1.94506  -0.605
H 0.68397 -1.09670 2.87346  0.288
H 1.54151 -0.42807 1.86685  0.295
O 0.95905 -0.20562 2.62541  -0.573
H -0.18963 3.31164 2.84513  0.390
H 1.07935 2.52814 2.82569  0.299
O 0.76882 3.44538 2.72047  -0.707
H -1.67177 2.59391 0.33189  0.303
H -0.36552 3.17622 0.89259  0.376
O -0.90269 3.11939 0.09584  -0.621
H 4.54946 -0.03064 1.61740  0.302
H 3.58045 -0.95466 0.71670  0.334
O 3.76639 -0.07115 1.07245  -0.628
H -2.17837 1.78990 3.75440  0.286
H -0.78416 1.39604 3.06335  0.315
O -1.61192 1.88167 2.97950  -0.653

two | This record from OMol25 describes a cluster of 8 separate species, H16O7S in total. The level of theory is ωB97M-V/def2-TZVPD.

Its spin multiplicity is 1. As for the SMILES: O.O.O.O.O.O.O.S. As for the HOMO-LUMO gap: 9.878 eV. As for the total charge: 0. The value obtained for the HOMO energy is -0.354 hartree.

Last column: Mulliken charge in e.
Element x y z (Å)
S 1.47405 2.15371 -3.02715  -0.304
H 0.23909 1.71899 -2.71871  0.108
H 1.88379 0.80468 -3.05783  0.171
H -0.26605 -1.75349 -1.90572  0.311
H 0.92270 -1.10379 -1.12154  0.305
O 0.48967 -1.17385 -1.97916  -0.583
H -2.37178 -2.60653 0.08202  0.263
H -0.74595 -2.24916 -0.03375  0.351
O -1.64907 -2.13466 -0.31752  -0.712
H -0.30125 2.11880 0.34270  0.303
H -1.42050 1.62513 1.21444  0.362
O -0.49249 1.88270 1.26215  -0.728
H -0.86919 0.18885 4.03458  0.283
H -0.24118 0.86016 2.77165  0.395
O -0.13387 0.14971 3.41336  -0.659
H 0.61156 -2.22706 1.83953  0.350
H -0.60760 -1.82470 2.67880  0.344
O -0.21315 -2.57612 2.20244  -0.675
H -2.10269 0.90859 -1.34163  0.268
H -1.93431 -0.33603 -0.28727  0.434
O -2.06175 0.61332 -0.43629  -0.623
H 0.93689 0.16319 1.26931  0.357
H 2.24188 -0.35827 1.89251  0.279
O 1.60317 -0.55279 1.20621  -0.599

Quick look at relative energies in kJ/mol: one 43.1; two 0.0.

one | This record from OMol25 describes a cluster of 2 separate species, C3H2O3 in total. The level of theory is ωB97M-V/def2-TZVPD.

Its spin multiplicity is 1. As for the SMILES: C1=CO1.O=C=O. As for the HOMO-LUMO gap: 9.280 eV. As for the total charge: 0. The value obtained for the HOMO energy is -0.314 hartree.

Last column: Mulliken charge in e.
Element x y z (Å)
C -2.90769 1.29214 0.00112  0.749
C 0.67805 0.13006 0.20334  0.028
C -0.39398 -0.57325 -0.07987  -0.342
O -3.61905 1.56636 0.86181  -0.361
O -2.25016 1.04695 -0.92011  -0.379
O -0.11621 0.57771 1.17666  -0.413
H 1.60274 0.58847 -0.08827  0.334
H -1.07726 -1.40466 -0.10037  0.384

two | This record from OMol25 describes an isolated molecule of C3H2O3. The level of theory is ωB97M-V/def2-TZVPD.

Its spin multiplicity is 1. As for the SMILES: O=CC(=O)C=O. As for the HOMO-LUMO gap: 8.966 eV. As for the total charge: 0. The value obtained for the HOMO energy is -0.371 hartree.

Last column: Mulliken charge in e.
Element x y z (Å)
O -1.99550 -0.11505 0.78761  -0.396
C -1.01704 0.57950 0.68780  0.057
C -0.03121 0.34599 -0.46071  0.509
O -0.02085 1.06489 -1.42985  -0.456
C 0.95421 -0.81852 -0.35036  0.052
O 1.24312 -1.29471 0.71728  -0.419
H -0.81676 1.44211 1.35331  0.306
H 1.41516 -1.12037 -1.31062  0.348

three | This record from OMol25 describes an isolated molecule of C3H2O3. The level of theory is ωB97M-V/def2-TZVPD.

Its spin multiplicity is 1. As for the SMILES: O=CC(=O)C=O. As for the HOMO-LUMO gap: 9.145 eV. As for the total charge: 0. The value obtained for the HOMO energy is -0.360 hartree.

Last column: Mulliken charge in e.
Element x y z (Å)
O -1.95838 -0.10200 1.15747  -0.397
C -1.11661 0.68009 0.80152  -0.012
C -0.03618 0.26208 -0.17145  0.369
O -0.01088 0.78125 -1.26114  -0.431
C 1.27255 -0.97640 -0.42330  0.292
O 1.84353 -1.78575 0.23196  -0.391
H -1.08143 1.70027 1.19110  0.313
H 1.08741 -0.55954 -1.52617  0.257

four | This record from OMol25 describes an isolated molecule of C3H2O3. The level of theory is ωB97M-V/def2-TZVPD.

Its spin multiplicity is 1. As for the HOMO-LUMO gap: 8.549 eV. As for the total charge: 0. The value obtained for the HOMO energy is -0.341 hartree.

Last column: Mulliken charge in e.
Element x y z (Å)
O -1.50780 0.32695 1.12460  -0.293
C -0.27515 0.70227 0.95429  -0.382
C 0.16847 0.48100 -0.44373  0.771
O 0.07982 1.33160 -1.30715  -0.518
C 0.92484 -0.82160 -0.70018  0.064
O 0.97320 -1.70094 0.12238  -0.442
H -1.76171 0.51878 2.04275  0.441
H 1.38495 -0.88877 -1.70665  0.359

Quick look at relative energies in kJ/mol: one 205.0; two 0.0; three 139.2; four 180.4.

one | This record from OMol25 describes an isolated molecule of C6H9P. The level of theory is ωB97M-V/def2-TZVPD.

Its spin multiplicity is 1. As for the HOMO-LUMO gap (spin up / spin down): 7.476 / 7.016 eV. As for the total charge: 0. The value obtained for the HOMO energy (spin up / spin down) is -0.277 / -0.286 hartree.

Last column: Mulliken charge in e.
Element x y z (Å)
C 0.95405 -1.76816 0.13334  -0.300
C 1.49332 -0.47828 0.08228  -0.517
C -0.35724 -1.89195 0.15701  -0.444
C 0.39675 1.35352 2.05668  -1.050
C -1.12499 -0.68385 0.62114  -0.589
C -0.26193 1.37882 -1.18867  -1.073
P 0.09544 0.64440 0.51113  0.824
H 1.53854 -2.59273 0.06885  0.493
H 2.50716 -0.34279 0.46706  0.386
H -0.90438 -2.86541 -0.07740  0.294
H 1.11733 2.14156 2.17405  0.271
H -2.03365 -0.55009 0.06124  0.362
H -1.56755 -0.72698 1.63340  0.347
H 0.48471 2.03391 -1.47507  0.362
H -1.25304 1.80515 -1.32577  0.345
H -0.16614 0.39459 -1.82745  0.290

two | This record from OMol25 describes an isolated molecule of C6H9P. The level of theory is ωB97M-V/def2-TZVPD.

Its spin multiplicity is 1. As for the HOMO-LUMO gap: 9.559 eV. As for the total charge: 0. The value obtained for the HOMO energy is -0.314 hartree.

Last column: Mulliken charge in e.
Element x y z (Å)
C -0.04778 -1.55653 0.37232  -0.593
C -1.31879 -1.35225 0.73294  -0.410
C 1.03251 0.64785 0.26968  -0.919
C -0.90883 1.35296 0.69244  -0.646
C -0.43161 -0.14037 -1.43584  -0.863
C 0.63640 -0.56576 -0.50908  0.188
P -1.87852 0.11553 -0.21936  -0.134
H 0.37281 -2.44668 0.66669  0.461
H -1.98325 -1.90137 1.38191  0.477
H 1.74075 1.27415 -0.36408  0.285
H 1.64142 0.38968 1.20090  0.290
H -1.14685 1.38016 1.77181  0.361
H -1.03686 2.27205 0.13987  0.342
H -0.24639 0.83942 -2.01640  0.316
H -0.64583 -0.82824 -2.34609  0.295
H 1.54594 -0.91111 -0.92990  0.550

Quick look at relative energies in kJ/mol: one 261.5; two 0.0.

one | This record from OMol25 describes a structure of composition H20O10Xe. The level of theory is ωB97M-V/def2-TZVPD.

Its spin multiplicity is 1. As for the HOMO-LUMO gap: 10.560 eV. As for the total charge: 0. The value obtained for the HOMO energy is -0.393 hartree.

Last column: Mulliken charge in e.
Element x y z (Å)
Xe -1.28891 14.51193 7.18720  0.039
O 1.50525 14.07782 4.61391  -0.646
H 0.85636 13.91431 3.92948  0.320
H 1.69162 15.01446 4.54909  0.289
O -0.57959 17.63369 8.95219  -0.607
H -0.51168 17.58024 7.99890  0.335
H 0.14607 17.09932 9.27481  0.283
O 1.63948 12.63471 7.06691  -0.663
H 2.47478 12.22780 6.83683  0.324
H 1.41431 13.16804 6.30463  0.357
O 0.20915 10.59138 6.26980  -0.648
H 0.65092 11.43930 6.31566  0.360
H 0.30901 10.31776 5.35798  0.288
O -3.24194 18.43082 7.46832  -0.625
H -3.18785 17.73104 8.11917  0.310
H -2.37783 18.84223 7.48590  0.321
O -0.24234 13.70572 10.99670  -0.619
H 0.25737 13.00156 10.58357  0.317
H -0.98799 13.84529 10.41296  0.270
O -3.93179 13.87101 4.35432  -0.640
H -4.63418 13.98172 3.71352  0.305
H -4.31087 13.31067 5.03149  0.310
O -2.45703 16.40346 4.64066  -0.575
H -2.99263 15.63461 4.44508  0.317
H -3.07035 17.13764 4.60862  0.300
O -0.07174 17.72817 6.24899  -0.620
H -0.90940 17.36545 5.96088  0.295
H 0.58626 17.20992 5.78565  0.290
O -3.06172 12.94121 9.93349  -0.581
H -2.80977 12.01963 9.99228  0.313
H -3.88690 12.93394 9.44847  0.281

two | This record from OMol25 describes a structure of composition H20O10Xe. The level of theory is ωB97M-V/def2-TZVPD.

Its spin multiplicity is 1. As for the HOMO-LUMO gap: 10.817 eV. As for the total charge: 0. The value obtained for the HOMO energy is -0.390 hartree.

Last column: Mulliken charge in e.
Element x y z (Å)
Xe -17.69625 -16.42702 -8.87963  -0.003
O -18.47637 -18.01473 -12.26620  -0.601
H -17.75375 -18.63946 -12.32761  0.247
H -18.16352 -17.23935 -12.73217  0.408
O -20.11644 -13.19351 -9.16428  -0.619
H -19.95688 -13.22078 -8.22087  0.303
H -20.45972 -12.31443 -9.32431  0.298
O -16.96000 -15.92518 -13.14310  -0.718
H -16.38976 -16.22408 -12.43477  0.321
H -17.40540 -15.15740 -12.78483  0.349
O -17.21149 -20.41663 -8.25004  -0.616
H -17.11799 -21.17737 -8.82341  0.309
H -18.11535 -20.12894 -8.37850  0.311
O -20.23262 -19.29865 -8.17411  -0.674
H -21.02036 -18.78540 -8.35376  0.303
H -20.55492 -20.18640 -8.01839  0.321
O -14.62406 -16.43122 -11.04576  -0.623
H -14.34477 -15.51696 -10.99735  0.315
H -14.46236 -16.77834 -10.16849  0.300
O -19.89802 -18.33993 -5.69714  -0.658
H -19.60840 -19.09113 -5.17938  0.292
H -19.92597 -18.66511 -6.59697  0.414
O -21.14259 -15.92955 -12.02119  -0.645
H -20.29224 -15.57183 -11.76591  0.342
H -20.93200 -16.73387 -12.49548  0.328
O -18.83033 -13.95107 -11.81639  -0.614
H -19.22266 -13.77496 -10.96123  0.288
H -19.47431 -13.62855 -12.44688  0.322
O -16.48341 -14.20669 -5.81379  -0.614
H -16.46307 -13.68052 -5.01443  0.300
H -17.11654 -14.90026 -5.62852  0.313

Quick look at relative energies in kJ/mol: one 16.7; two 0.0.

one | This record from OMol25 describes an isolated molecule of C3H2FN. The level of theory is ωB97M-V/def2-TZVPD.

Its spin multiplicity is 1. As for the SMILES: N#C/C=C/F. As for the HOMO-LUMO gap: 10.987 eV. As for the total charge: 0. The value obtained for the HOMO energy is -0.388 hartree.

Last column: Mulliken charge in e.
Element x y z (Å)
C 0.75706 -0.41067 0.00552  0.007
C -0.05991 0.63374 -0.04860  -0.383
C -1.44060 0.23058 0.04796  0.381
H 0.59241 -1.51963 -0.00753  0.349
H 0.46491 1.62701 0.03054  0.288
N -2.40822 -0.41616 -0.02503  -0.403
F 2.09435 -0.14488 -0.00286  -0.238

two | This record from OMol25 describes a structure of composition C3H2FN. The level of theory is ωB97M-V/def2-TZVPD.

Its spin multiplicity is 1. As for the HOMO-LUMO gap: 9.169 eV. As for the total charge: 0. The value obtained for the HOMO energy is -0.332 hartree.

Last column: Mulliken charge in e.
Element x y z (Å)
C 0.59269 -0.07325 -0.40390  -0.372
C 0.26659 0.15909 1.02054  -0.158
C -0.69002 -0.08783 -0.69945  0.311
N -0.99203 0.19518 0.92572  -0.486
F -1.39867 0.01336 -1.74804  -0.203
H 1.37614 -0.38473 -0.92599  0.451
H 0.84530 0.17818 1.83112  0.457

Quick look at relative energies in kJ/mol: one 0.0; two 295.8.